one.
Entry from OMol25: a cluster of 10 separate species, C34H96N12O10 in total (ωB97M-V with the def2-TZVPD basis set).

charge: 0
HOMO level: -8.6 eV
LUMO level: 0.19 eV
2S+1: 1
gap between HOMO and LUMO: 8.80 eV

Element x y z (Å)
C1 -14.12 3.13 -18.89
O1 -15.00 2.37 -18.53
N1 -13.67 3.23 -20.04
N2 -13.49 3.93 -18.07
H1 -13.01 3.97 -20.22
H2 -14.02 2.50 -20.65
H3 -13.64 4.06 -17.08
H4 -12.79 4.51 -18.52
C2 -10.17 3.76 -22.66
O2 -10.23 4.85 -22.03
N3 -10.72 2.62 -22.51
N4 -9.49 3.74 -23.78
H5 -10.44 1.92 -23.18
H6 -11.39 2.24 -21.84
H7 -8.95 4.58 -23.89
H8 -9.72 3.14 -24.57
C3 -18.52 3.11 -15.65
C4 -17.59 3.09 -14.41
C5 -16.32 4.00 -14.42
O3 -15.56 3.63 -13.32
C6 -14.36 4.20 -12.95
N5 -18.51 3.42 -13.29
H9 -19.45 2.59 -15.44
H10 -18.05 2.58 -16.48
H11 -18.73 4.14 -15.95
H12 -17.11 2.11 -14.37
H13 -16.55 5.06 -14.28
H14 -16.03 3.83 -15.46
H15 -14.65 5.16 -12.50
H16 -13.56 4.24 -13.68
H17 -13.86 3.63 -12.16
H18 -19.22 2.73 -13.06
H19 -17.96 3.63 -12.47
C7 -17.49 5.61 -19.55
C8 -17.31 5.31 -21.02
C9 -16.98 6.56 -21.85
O4 -15.93 7.30 -21.19
C10 -15.87 8.67 -21.67
N6 -16.28 4.27 -21.17
H20 -18.41 6.07 -19.19
H21 -16.64 6.14 -19.12
H22 -17.52 4.61 -19.11
H23 -18.27 4.93 -21.35
H24 -17.93 7.08 -21.89
H25 -16.73 6.38 -22.89
H26 -15.09 9.25 -21.18
H27 -16.85 9.12 -21.55
H28 -15.74 8.63 -22.76
H29 -16.11 3.82 -20.28
H30 -15.48 4.88 -21.23
C11 -13.79 5.79 -23.38
C12 -14.16 4.78 -24.44
C13 -14.62 5.50 -25.71
O5 -14.91 4.76 -26.84
C14 -15.78 3.64 -26.69
N7 -13.18 3.73 -24.66
H31 -13.57 5.28 -22.45
H32 -14.47 6.65 -23.27
H33 -12.84 6.19 -23.72
H34 -15.09 4.29 -24.15
H35 -13.85 6.14 -26.14
H36 -15.45 6.15 -25.45
H37 -15.85 3.13 -27.65
H38 -16.78 4.04 -26.49
H39 -15.46 2.91 -25.95
H40 -12.27 4.09 -24.92
H41 -13.44 3.41 -25.59
C15 -16.37 -2.71 -17.32
C16 -16.31 -1.21 -17.37
C17 -15.63 -0.68 -16.00
O6 -16.43 -1.04 -14.86
C18 -15.73 -0.86 -13.63
N8 -15.56 -0.81 -18.55
H42 -16.80 -3.01 -18.28
H43 -17.18 -2.99 -16.64
H44 -15.48 -3.32 -17.16
H45 -17.27 -0.70 -17.42
H46 -15.65 0.41 -15.92
H47 -14.59 -0.98 -15.91
H48 -16.27 -1.33 -12.81
H49 -15.43 0.11 -13.22
H50 -14.76 -1.36 -13.60
H51 -15.41 0.19 -18.51
H52 -14.67 -1.28 -18.44
C19 -17.36 -3.13 -22.75
C20 -18.32 -2.59 -21.67
C21 -17.96 -1.13 -21.15
O7 -17.64 -0.25 -22.25
C22 -17.13 1.01 -21.94
N9 -19.68 -2.51 -22.29
H53 -17.69 -3.87 -23.49
H54 -16.39 -3.43 -22.37
H55 -17.21 -2.27 -23.41
H56 -18.38 -3.29 -20.84
H57 -17.02 -1.20 -20.60
H58 -18.67 -0.73 -20.42
H59 -16.09 0.99 -21.61
H60 -17.65 1.61 -21.18
H61 -17.16 1.55 -22.88
H62 -19.81 -1.58 -22.65
H63 -19.81 -3.07 -23.12
C23 -13.23 7.33 -18.29
C24 -12.55 6.85 -19.68
C25 -11.53 7.85 -20.24
O8 -12.20 9.12 -20.47
C26 -11.43 10.06 -21.24
N10 -11.77 5.55 -19.47
H64 -12.51 7.33 -17.47
H65 -14.08 6.69 -18.09
H66 -13.51 8.38 -18.43
H67 -13.28 6.71 -20.47
H68 -10.96 7.53 -21.12
H69 -10.82 8.06 -19.44
H70 -10.40 10.00 -20.90
H71 -11.73 11.09 -21.08
H72 -11.38 9.86 -22.31
H73 -11.21 5.74 -18.66
H74 -11.22 5.42 -20.31
C27 -11.31 6.03 -14.89
C28 -9.77 6.37 -14.97
C29 -9.27 6.67 -16.37
O9 -9.36 5.53 -17.20
C30 -8.59 5.50 -18.43
N11 -9.47 7.34 -13.98
H75 -11.80 5.37 -15.61
H76 -12.02 6.85 -14.97
H77 -11.45 5.65 -13.88
H78 -9.17 5.50 -14.70
H79 -8.25 7.05 -16.26
H80 -9.85 7.45 -16.87
H81 -7.54 5.44 -18.12
H82 -8.77 6.30 -19.14
H83 -8.70 4.58 -19.00
H84 -8.48 7.52 -13.91
H85 -9.95 8.22 -14.06
C31 -9.68 0.33 -12.87
C32 -11.09 0.89 -13.31
C33 -11.95 0.10 -14.43
O10 -13.13 0.83 -14.70
C34 -13.11 1.67 -15.81
N12 -11.81 0.91 -12.12
H86 -9.10 0.05 -13.75
H87 -9.73 -0.55 -12.22
H88 -9.19 1.17 -12.37
H89 -10.99 1.94 -13.58
H90 -12.26 -0.83 -13.96
H91 -11.37 -0.14 -15.32
H92 -13.32 1.11 -16.72
H93 -12.18 2.24 -15.79
H94 -13.94 2.36 -15.66
H95 -12.05 -0.03 -11.85
H96 -12.73 1.13 -12.49

***

two.
Entry from OMol25: a cluster of 10 separate species, C34H96N12O10 in total (ωB97M-V with the def2-TZVPD basis set).

charge: 0
HOMO level: -8.8 eV
LUMO level: 0.08 eV
2S+1: 1
gap between HOMO and LUMO: 8.85 eV

Element x y z (Å)
C1 1.18 -0.66 -5.83
O1 0.82 -0.51 -7.00
N1 0.23 -0.69 -4.97
N2 2.38 -0.52 -5.30
H1 0.36 -0.63 -3.97
H2 -0.65 -0.55 -5.45
H3 2.47 -0.67 -4.31
H4 3.16 -0.54 -5.94
C2 -6.00 2.81 2.18
O2 -7.01 2.24 2.39
N3 -5.56 3.14 1.02
N4 -5.20 3.34 2.97
H5 -6.08 2.77 0.24
H6 -4.81 3.81 0.93
H7 -5.35 3.11 3.95
H8 -4.43 3.88 2.60
C3 4.26 -0.59 5.47
C4 5.00 0.50 6.23
C5 4.94 2.02 5.67
O3 4.98 2.07 4.26
C6 6.31 2.00 3.84
N5 4.46 0.42 7.61
H9 3.17 -0.51 5.49
H10 4.53 -1.55 5.91
H11 4.55 -0.59 4.42
H12 6.03 0.16 6.29
H13 5.67 2.65 6.17
H14 3.97 2.46 5.90
H15 6.77 2.97 4.01
H16 6.32 1.89 2.75
H17 6.89 1.14 4.19
H18 5.16 0.72 8.27
H19 4.27 -0.54 7.86
C7 -0.14 -4.26 1.27
C8 -0.12 -3.22 0.15
C9 0.31 -1.84 0.64
O4 0.27 -0.80 -0.31
C10 0.67 0.52 0.16
N6 0.82 -3.70 -0.81
H20 -0.71 -5.08 0.84
H21 -0.76 -3.77 2.02
H22 0.79 -4.51 1.78
H23 -1.13 -3.04 -0.23
H24 1.32 -1.98 1.02
H25 -0.23 -1.54 1.54
H26 1.59 0.43 0.74
H27 -0.08 0.97 0.80
H28 0.83 1.18 -0.70
H29 0.66 -3.30 -1.72
H30 0.65 -4.69 -0.94
C11 4.03 7.97 3.54
C12 3.25 7.56 2.33
C13 4.11 7.21 1.10
O5 4.94 8.25 0.51
C14 4.25 9.42 -0.03
N7 2.49 6.38 2.74
H31 4.76 8.75 3.31
H32 4.41 7.03 3.96
H33 3.36 8.30 4.34
H34 2.59 8.39 2.09
H35 3.50 6.76 0.32
H36 4.70 6.33 1.38
H37 4.97 10.18 -0.34
H38 3.67 9.90 0.75
H39 3.64 9.07 -0.87
H40 3.19 5.66 2.58
H41 2.43 6.31 3.74
C15 -4.97 -3.07 4.15
C16 -4.82 -2.64 5.65
C17 -3.42 -2.12 6.07
O6 -3.60 -1.95 7.44
C18 -2.36 -1.87 8.19
N8 -5.76 -1.56 5.85
H42 -4.56 -2.25 3.55
H43 -6.01 -3.18 3.86
H44 -4.40 -3.96 3.86
H45 -5.27 -3.50 6.15
H46 -3.01 -1.24 5.56
H47 -2.75 -2.97 5.97
H48 -1.79 -2.79 8.04
H49 -2.59 -1.81 9.26
H50 -1.82 -0.97 7.92
H51 -5.66 -0.80 5.20
H52 -6.66 -1.86 5.51
C19 -3.44 7.09 -2.25
C20 -2.19 6.34 -1.90
C21 -0.92 6.94 -2.53
O7 -0.73 6.93 -4.00
C22 -0.72 5.67 -4.63
N9 -2.16 6.30 -0.42
H53 -4.29 6.61 -1.76
H54 -3.64 7.30 -3.31
H55 -3.33 8.08 -1.81
H56 -2.23 5.35 -2.35
H57 -0.03 6.37 -2.28
H58 -0.79 7.98 -2.22
H59 -1.60 5.07 -4.41
H60 0.23 5.21 -4.36
H61 -0.63 5.76 -5.71
H62 -2.44 7.23 -0.16
H63 -1.19 6.24 -0.13
C23 -3.09 -6.88 -4.26
C24 -2.93 -8.35 -4.69
C25 -2.18 -9.24 -3.62
O8 -0.79 -8.92 -3.52
C26 -0.07 -10.06 -2.93
N10 -4.28 -8.89 -4.83
H64 -3.71 -6.39 -5.00
H65 -2.23 -6.24 -4.11
H66 -3.67 -6.77 -3.34
H67 -2.36 -8.48 -5.61
H68 -2.30 -10.30 -3.83
H69 -2.68 -9.11 -2.66
H70 -0.06 -10.87 -3.66
H71 -0.55 -10.37 -2.00
H72 0.98 -9.90 -2.66
H73 -4.94 -8.37 -5.40
H74 -4.11 -9.69 -5.42
C27 7.48 -1.47 -2.06
C28 6.79 -2.73 -1.49
C29 7.57 -3.32 -0.35
O9 7.12 -4.56 0.17
C30 6.27 -4.42 1.27
N11 5.50 -2.25 -0.98
H75 8.45 -1.67 -2.52
H76 7.63 -0.73 -1.28
H77 6.99 -0.83 -2.80
H78 6.59 -3.49 -2.25
H79 7.61 -2.53 0.40
H80 8.64 -3.43 -0.54
H81 6.44 -5.37 1.78
H82 5.23 -4.26 0.99
H83 6.65 -3.60 1.88
H84 4.77 -2.95 -0.97
H85 5.62 -1.95 -0.03
C31 -5.90 -0.82 -3.17
C32 -5.84 0.38 -4.20
C33 -5.89 0.01 -5.70
O10 -4.63 -0.54 -6.10
C34 -4.90 -1.13 -7.39
N12 -6.82 1.42 -3.88
H86 -5.04 -1.50 -3.24
H87 -6.84 -1.37 -3.16
H88 -5.93 -0.57 -2.11
H89 -4.86 0.85 -4.13
H90 -6.19 0.87 -6.30
H91 -6.66 -0.75 -5.87
H92 -5.41 -2.08 -7.24
H93 -3.97 -1.47 -7.87
H94 -5.43 -0.57 -8.16
H95 -7.76 1.24 -4.21
H96 -6.52 2.17 -4.49

***

Referenced to the most stable arrangement, the calculated values in eV are one 0.000; two 2.118.

***

one.
Entry from OMol25: the molecule C2H6N4S (ωB97M-V with the def2-TZVPD basis set).

charge: 0
HOMO level: -8.5 eV
LUMO level: 0.74 eV
2S+1: 1
gap between HOMO and LUMO: 9.25 eV

Element x y z (Å)
C1 0.53 1.11 -0.09
C2 -0.51 -1.08 0.54
H1 2.04 -1.32 0.33
H2 1.46 -1.65 -1.14
H3 1.46 1.45 -0.54
H4 -0.14 2.83 0.33
H5 -0.01 -1.88 1.09
H6 -2.03 1.03 -0.45
N1 1.66 -0.90 -0.48
N2 0.46 -0.26 -0.12
N3 -0.39 1.86 0.40
N4 -1.76 -1.10 0.51
S1 -2.77 -0.09 -0.39

***

two.
Entry from OMol25: a cluster of 2 separate species, C2H6N4S in total (ωB97M-V with the def2-TZVPD basis set).

charge: 0
HOMO level (alpha / beta): -7.5 / -7.5 eV
LUMO level (alpha / beta): 0.49 / 0.49 eV
2S+1: 1
gap between HOMO and LUMO (alpha / beta): 8.03 / 8.02 eV

Element x y z (Å)
C1 -0.19 -1.05 -1.49
C2 -0.49 -2.10 -0.68
N1 0.50 -0.08 -0.86
N2 0.89 -0.37 0.38
N3 0.65 1.08 -1.32
N4 -0.17 1.62 1.52
S1 0.48 -1.92 0.73
H1 -0.51 -0.88 -2.44
H2 -0.89 -3.02 -0.76
H3 -0.61 0.73 1.81
H4 0.78 1.80 -0.64
H5 0.39 1.86 2.41
H6 -0.82 2.34 1.33

***

Referenced to the most stable arrangement, the calculated values in eV are one 0.000; two 1.900.

***

one.
Entry from OMol25: the molecule C2H6N4S (ωB97M-V with the def2-TZVPD basis set).

charge: 0
HOMO level (alpha / beta): -7.4 / -7.4 eV
LUMO level (alpha / beta): 0.40 / 0.40 eV
2S+1: 1
gap between HOMO and LUMO (alpha / beta): 7.75 / 7.75 eV

Element x y z (Å)
C1 -0.38 0.10 0.64
C2 0.78 -0.36 -0.28
N1 -2.22 1.50 0.06
N2 -0.91 1.52 0.32
N3 -1.57 -0.62 0.51
N4 -2.60 0.26 0.12
S1 -4.09 -0.27 -0.27
H1 -0.15 0.20 1.69
H2 1.78 -0.40 0.22
H3 1.06 0.17 -1.13
H4 0.62 -1.40 -0.51
H5 -0.46 2.42 0.13
H6 -1.50 -1.63 -0.20

***

two.
Entry from OMol25: the molecule C2H6N4S (ωB97M-V with the def2-TZVPD basis set).

charge: 0
HOMO level: -8.4 eV
LUMO level: 0.72 eV
2S+1: 1
gap between HOMO and LUMO: 9.08 eV

Element x y z (Å)
C1 1.07 -0.42 0.42
C2 1.47 1.00 -0.08
N1 -2.61 -0.98 0.21
N2 -2.18 0.19 0.04
N3 -0.06 -0.83 -0.43
N4 -0.93 0.28 -0.37
S1 -0.08 1.83 0.00
H1 2.08 -0.96 0.46
H2 0.64 -0.45 1.46
H3 2.20 1.61 0.50
H4 1.86 0.68 -1.12
H5 -3.70 -1.03 0.32
H6 0.25 -0.93 -1.39

***

three.
Entry from OMol25: the molecule C2H6N4S (ωB97M-V with the def2-TZVPD basis set).

charge: 0
HOMO level: -8.9 eV
LUMO level: -0.10 eV
2S+1: 1
gap between HOMO and LUMO: 8.82 eV

Element x y z (Å)
C1 0.23 -0.28 -0.56
C2 1.37 0.30 -0.03
H1 -2.58 -0.35 -0.36
H2 -1.70 -1.54 -1.23
H3 -0.65 -1.13 1.26
H4 0.84 -0.50 -2.31
H5 2.31 0.46 -0.60
H6 0.98 2.67 2.64
N1 -1.88 -1.10 -0.34
N2 -0.82 -0.49 0.34
N3 0.02 -0.66 -1.76
N4 1.57 1.14 0.97
S1 0.31 1.48 1.99

***

Referenced to the most stable arrangement, the calculated values in eV are one 1.252; two 0.780; three 0.000.

***

one.
Entry from OMol25: a cluster of 2 separate species, C5H14 in total (ωB97M-V with the def2-TZVPD basis set).

charge: 0
HOMO level: -11.3 eV
LUMO level: 1.07 eV
2S+1: 1
gap between HOMO and LUMO: 12.38 eV

Element x y z (Å)
C1 -2.55 -1.81 -1.50
C2 -1.46 -1.58 -0.41
H1 -3.48 -2.06 -1.01
H2 -2.68 -0.92 -2.10
H3 -2.20 -2.60 -2.16
H4 -0.61 -1.06 -0.83
H5 -1.86 -0.97 0.39
H6 -1.16 -2.58 -0.08
C3 0.87 0.93 0.85
C4 2.26 0.32 1.01
C5 0.99 2.30 0.17
H7 0.39 1.08 1.82
H8 0.31 0.26 0.21
H9 2.72 0.24 0.02
H10 2.84 0.90 1.73
H11 1.09 3.10 0.90
H12 0.13 2.59 -0.43
H13 2.28 -0.71 1.38
H14 1.90 2.35 -0.42

***

two.
Entry from OMol25: a cluster of 2 separate species, C5H14 in total (ωB97M-V with the def2-TZVPD basis set).

charge: 0
HOMO level: -11.4 eV
LUMO level: 1.14 eV
2S+1: 1
gap between HOMO and LUMO: 12.54 eV

Element x y z (Å)
C1 -1.28 -1.60 1.90
C2 -2.49 -1.62 0.96
H1 -0.48 -2.02 1.30
H2 -0.98 -0.60 2.21
H3 -1.51 -2.21 2.78
H4 -2.27 -1.06 0.04
H5 -3.43 -1.27 1.38
H6 -2.65 -2.60 0.50
C3 0.94 1.46 -0.66
C4 2.43 1.67 -0.79
C5 0.46 0.28 -1.50
H7 0.63 1.29 0.38
H8 0.35 2.30 -1.00
H9 3.00 0.75 -0.65
H10 2.76 2.48 -0.14
H11 -0.61 0.11 -1.38
H12 0.73 0.46 -2.54
H13 2.64 2.13 -1.75
H14 0.90 -0.67 -1.15

***

Referenced to the most stable arrangement, the calculated values in eV are one 0.051; two 0.000.

***

one.
Entry from OMol25: a cluster of 2 separate species, C5H14 in total (ωB97M-V with the def2-TZVPD basis set).

charge: 0
HOMO level: -11.3 eV
LUMO level: 1.15 eV
2S+1: 1
gap between HOMO and LUMO: 12.46 eV

Element x y z (Å)
C1 1.05 0.92 0.23
C2 1.79 -0.28 -0.32
C3 1.62 1.40 1.58
H1 1.21 1.73 -0.49
H2 0.00 0.70 0.31
H3 1.58 -0.47 -1.38
H4 0.98 1.11 2.41
H5 2.61 1.01 1.78
H6 1.61 2.49 1.62
H7 2.88 -0.15 -0.28
H8 1.63 -1.18 0.28
C4 -2.29 -1.51 -0.20
C5 -2.05 -0.41 -1.24
H9 -1.74 -2.44 -0.41
H10 -1.97 -1.19 0.79
H11 -3.33 -1.83 -0.16
H12 -2.82 -0.38 -2.00
H13 -1.11 -0.52 -1.80
H14 -1.99 0.56 -0.75

***

two.
Entry from OMol25: a cluster of 2 separate species, C5H14 in total (ωB97M-V with the def2-TZVPD basis set).

charge: 0
HOMO level: -11.2 eV
LUMO level: 1.21 eV
2S+1: 1
gap between HOMO and LUMO: 12.45 eV

Element x y z (Å)
C1 -0.32 0.90 1.68
C2 -0.71 -0.51 1.23
C3 -1.18 1.98 1.03
H1 -0.29 0.95 2.77
H2 0.72 1.13 1.43
H3 -1.30 -0.56 0.32
H4 -1.41 -0.91 1.97
H5 -1.33 1.74 -0.02
H6 -2.13 2.17 1.53
H7 0.07 -1.24 1.03
H8 -0.65 2.94 0.98
C4 0.52 -1.51 -2.06
C5 1.57 -0.61 -1.42
H9 -0.03 -0.99 -2.85
H10 1.00 -2.33 -2.61
H11 -0.17 -1.97 -1.37
H12 1.47 -0.58 -0.33
H13 2.58 -1.02 -1.53
H14 1.59 0.42 -1.77

***

three.
Entry from OMol25: a cluster of 2 separate species, C5H14 in total (ωB97M-V with the def2-TZVPD basis set).

charge: 0
HOMO level: -11.0 eV
LUMO level: 1.11 eV
2S+1: 1
gap between HOMO and LUMO: 12.08 eV

Element x y z (Å)
C1 1.08 -1.65 -0.70
C2 2.41 -2.21 -0.31
H1 1.18 -0.58 -0.62
H2 0.66 -1.79 -1.58
H3 0.38 -1.95 0.06
H4 2.43 -3.16 -0.64
H5 2.78 -1.96 0.70
H6 3.42 -1.65 -0.83
C3 -0.99 1.35 0.85
C4 -2.44 0.80 0.74
C5 -0.43 1.91 -0.40
H7 -0.93 2.22 1.63
H8 -0.41 0.44 1.20
H9 -2.55 -0.19 0.06
H10 -1.06 2.67 -0.75
H11 0.61 2.45 -0.16
H12 -3.16 1.57 0.21
H13 -2.71 0.46 1.67
H14 -0.27 1.26 -1.11

***

four.
Entry from OMol25: a cluster of 2 separate species, C5H14 in total (ωB97M-V with the def2-TZVPD basis set).

charge: 0
HOMO level: -11.0 eV
LUMO level: 1.17 eV
2S+1: 1
gap between HOMO and LUMO: 12.14 eV

Element x y z (Å)
C1 0.55 2.32 0.99
C2 -0.84 2.28 0.38
H1 1.27 2.76 0.29
H2 0.63 2.96 1.87
H3 0.94 1.38 1.36
H4 -1.67 2.19 1.09
H5 -1.02 3.28 -0.01
H6 -0.89 1.66 -0.49
C3 0.30 -1.24 -0.12
C4 -1.10 -1.09 -0.71
C5 1.11 -2.44 -0.61
H7 0.86 -0.30 -0.10
H8 0.24 -1.35 0.97
H9 -1.01 -1.21 -1.79
H10 1.32 -3.24 0.09
H11 -1.52 -0.12 -0.49
H12 -1.75 -1.83 -0.23
H13 0.64 -2.88 -1.50
H14 2.06 -2.09 -1.01

***

Referenced to the most stable arrangement, the calculated values in eV are one 0.000; two 0.174; three 2.006; four 0.303.